Here is an isolated molecule of C3H6NO2 in a non-equilibrium geometry from the Open Molecules 2025 dataset. Energies are from the ωB97M-V functional and the def2-TZVPD basis.

Calculated values
HOMO-LUMO gap (alpha / beta) ... 0.397 / 0.257 hartree
Max |F| ... 3.075 eV/Å
⟨S²⟩ ... 0.755
Energy relative to the best compared isomer or geometry (same formula, charge and spin) ... 0.334 eV
Total energy ... -8791.502 eV
2S+1 ... 2

Geometry as XYZ:
```
12
Properties=species:S:1:pos:R:3:forces:R:3
O 1.71614 -0.23423 0.59838 -0.1 -0.6 0.7
O 0.95375 0.99863 -1.14566 -0.4 -0.7 0.8
N -1.62304 0.07887 -0.83124 0.9 0.7 0.2
C 0.90736 0.26356 -0.12391 1.6 1.8 -1.9
C -0.81614 -1.08709 1.13668 0.7 0.8 0.5
C -0.68202 0.15382 0.25002 -1.9 -0.7 0.7
H -1.84365 1.02106 -1.13418 0.0 -0.1 -0.2
H -0.39101 -1.92595 0.64930 0.2 -1.0 -0.6
H -1.18491 -0.37727 -1.62439 -0.3 -0.2 0.0
H -1.85641 -1.23864 1.34409 -0.6 -0.1 0.0
H -0.83076 1.06367 0.83445 0.0 0.0 -0.1
H -0.26513 -0.99661 2.07039 0.0 0.3 0.0
```
Forces are in eV/Å.